Molecular formula: C6H12O4
Method: DFT, ωB97M-V/def2-TZVPD

LUMO level ... 0.75 eV
HOMO level ... -9.5454 eV
SMILES string ... CO[C@H]1CC[C@H](OO)CO1
ΔE to the lowest compared entry with this formula, charge and spin ... 103.2 kcal per mole
Frontier orbital gap ... 10.29 eV

Atoms and positions in Å:
O1 2.48 0.18 -0.02
O2 -1.82 -0.35 -0.87
O3 -2.78 -1.25 -0.47
O4 0.67 1.50 0.00
C1 -1.55 0.57 0.20
C2 3.13 -0.99 -0.43
C3 0.39 -0.77 0.90
C4 -0.91 -0.13 1.36
C5 1.09 0.17 -0.17
C6 -0.71 1.66 -0.37
H1 -1.60 -0.85 1.81
H2 -0.96 2.58 0.14
H3 -2.49 0.95 0.53
H4 0.83 -0.08 -1.20
H5 2.70 -1.87 0.04
H6 4.20 -0.89 -0.22
H7 -0.85 1.74 -1.45
H8 1.05 -0.89 1.76
H9 0.21 -1.77 0.48
H10 2.98 -1.08 -1.52
H11 -0.71 0.66 2.11
H12 -2.46 -2.14 -0.54

Atom charges from the natural (NBO) analysis, given in e for atoms 1 to 6: -0.526 -0.283 -0.462 -0.521 0.040 -0.248

---

Molecular formula: C5H6N2O
Method: DFT, ωB97M-V/def2-TZVPD

LUMO level ... 0.63 eV
HOMO level ... -10.2511 eV
SMILES string ... N#C[C@H]1C[C@@H]1C(N)=O
ΔE to the lowest compared entry with this formula, charge and spin ... 34.6 kcal per mole
Frontier orbital gap ... 10.88 eV

Atoms and positions in Å:
O1 2.19 0.32 -0.42
N1 1.61 -1.35 1.00
N2 -3.22 -0.63 -0.35
C1 -2.25 -0.39 -0.94
C2 1.36 -0.25 0.26
C3 -0.65 0.12 -0.92
C4 -0.47 1.51 -0.38
C5 -0.17 0.28 0.44
H1 0.37 2.11 -0.74
H2 -0.20 -0.27 -1.82
H3 2.57 -1.66 1.09
H4 -1.35 2.07 -0.11
H5 0.90 -1.82 1.54
H6 -0.68 -0.04 1.34

Atom charges from the natural (NBO) analysis, given in e for atoms 1 to 6: -0.610 -0.826 -0.361 0.247 0.696 -0.237

---

Molecular formula: H5N12
Method: DFT, ωB97M-V/def2-TZVPD

LUMO level (spin up / spin down) ... -4.40 / -7.57 eV
Net charge ... +1
HOMO level (spin up / spin down) ... -11.8361 / -13.4811 eV
Frontier orbital gap (spin up / spin down) ... 7.43 / 5.92 eV
Multiplicity ... 3

Atoms and positions in Å:
N1 2.00 -1.40 -0.18
N2 1.16 -0.54 0.32
N3 -2.77 0.22 -0.14
N4 -2.14 0.20 1.15
N5 3.34 0.88 0.15
N6 -1.89 0.74 -1.01
N7 3.19 -1.33 -0.22
N8 -1.29 -0.73 1.29
N9 -0.68 -0.10 -1.12
N10 3.21 1.97 0.33
N11 3.86 -0.20 0.01
N12 -0.01 -0.23 0.07
H1 -0.13 -0.05 -1.98
H2 -0.56 -0.75 1.98
H3 -2.00 1.12 1.72
H4 -2.24 0.91 -1.92
H5 -3.06 -0.72 -0.46

Atom charges from the natural (NBO) analysis, given in e for atoms 1 to 6: -0.051 -0.050 -0.258 -0.189 0.205 -0.257

---

Molecular formula: C6H19N5NaO7S
Method: DFT, ωB97M-V/def2-TZVPD

LUMO level ... 1.11 eV
Net charge ... -1
HOMO level ... -2.1464 eV
ΔE to the lowest compared entry with this formula, charge and spin ... 70.5 kcal per mole
Frontier orbital gap ... 3.26 eV

Atoms and positions in Å:
S1 -0.91 3.16 -1.84
Na1 0.33 0.36 -0.67
O1 -0.83 -1.60 -0.78
O2 -1.99 2.22 -1.78
O3 0.21 2.63 -1.05
O4 -1.32 4.44 -1.28
O5 1.96 -0.93 -1.72
O6 -0.39 3.32 -3.18
O7 -1.20 4.73 1.25
N1 -0.52 3.96 3.25
N2 3.15 -2.15 -3.11
N3 3.31 -2.60 -1.07
N4 0.41 -0.59 1.58
N5 0.13 2.99 1.44
C1 -0.90 -2.35 0.42
C2 -0.88 -1.31 1.54
C3 2.76 -1.85 -1.92
C4 -0.58 3.97 1.98
C5 -2.16 -0.46 1.50
C6 -1.06 -2.48 -1.85
H1 -0.83 -1.91 2.45
H2 -0.07 -3.05 0.57
H3 -2.51 -0.21 0.50
H4 0.32 2.25 2.09
H5 -2.05 0.41 2.14
H6 -1.08 4.67 3.69
H7 1.07 -1.30 1.86
H8 -0.27 -3.18 -2.13
H9 0.38 0.07 2.35
H10 0.17 2.91 0.43
H11 -3.08 -0.81 1.96
H12 -1.19 -1.83 -2.71
H13 -2.01 -3.01 -1.79
H14 3.04 -2.44 -0.11
H15 2.64 -1.77 -3.90
H16 3.64 -3.02 -3.22
H17 3.75 -3.48 -1.33
H18 -1.60 -3.14 0.68
H19 0.16 3.40 3.75

Atom charges from the natural (NBO) analysis, given in e for atoms 1 to 6: 2.634 0.914 -0.530 -1.130 -1.181 -1.071

---

Molecular formula: C3H5N3S2
Method: DFT, ωB97M-V/def2-TZVPD

LUMO level ... -0.67 eV
HOMO level ... -8.7512 eV
ΔE to the lowest compared entry with this formula, charge and spin ... 131.5 kcal per mole
Frontier orbital gap ... 8.08 eV

Atoms and positions in Å:
S1 0.41 -1.38 1.91
S2 1.86 -0.49 -2.01
N1 -1.94 1.88 -0.35
N2 0.50 -0.46 0.35
N3 -1.44 0.76 0.37
C1 -3.09 2.24 0.10
C2 1.49 -1.00 -0.52
C3 -0.21 0.51 -0.10
H1 -0.22 -0.07 2.34
H2 -4.02 1.77 1.00
H3 -3.55 3.10 -0.24
H4 0.51 1.31 -0.97
H5 2.05 -1.76 0.10

Atom charges from the natural (NBO) analysis, given in e for atoms 1 to 6: 0.161 0.004 -0.288 -0.567 -0.374 -0.037

---

Molecular formula: C20H47FNO6
Method: DFT, ωB97M-V/def2-TZVPD

LUMO level (spin up / spin down) ... 0.63 / 0.63 eV
HOMO level (spin up / spin down) ... -7.7237 / -9.0835 eV
Frontier orbital gap (spin up / spin down) ... 8.36 / 9.71 eV
Multiplicity ... 2

Atoms and positions in Å:
F1 0.86 -3.03 -1.74
O1 -1.77 2.81 4.64
O2 2.44 2.87 0.64
O3 -0.77 -0.74 -4.86
O4 3.26 -0.09 1.48
O5 0.31 -0.39 -2.27
O6 -4.07 0.49 -0.61
N1 -3.14 -0.11 0.04
C1 -2.61 -2.45 0.79
C2 -1.48 0.39 1.89
C3 -0.65 2.20 5.28
C4 -1.67 -1.50 -1.41
C5 -0.78 -0.94 -7.29
C6 -0.11 3.03 6.42
C7 5.07 -0.96 2.87
C8 1.05 -3.69 0.51
C9 3.03 3.02 -0.65
C10 -2.02 0.77 0.50
C11 -0.93 0.75 -0.58
C12 2.00 3.09 -1.75
C13 -0.45 -0.62 -1.09
C14 -2.56 2.20 0.60
C15 0.55 -1.23 -0.10
C16 -0.33 -0.15 -6.08
C17 -4.08 -2.03 -1.16
C18 -2.85 -1.51 -0.41
C19 1.26 -2.55 -0.48
C20 4.31 -1.04 1.55
H1 5.54 0.01 2.98
H2 -1.81 2.80 1.11
H3 -1.01 1.24 5.65
H4 -1.87 -1.02 -7.31
H5 0.26 4.00 6.06
H6 1.92 2.06 0.63
H7 5.85 -1.72 2.91
H8 -0.30 -0.21 -3.01
H9 3.74 2.21 -0.84
H10 0.32 -4.39 0.10
H11 0.76 -0.05 -6.07
H12 0.14 1.99 4.55
H13 1.43 2.16 -1.81
H14 -4.97 -1.93 -0.55
H15 -2.77 2.63 -0.37
H16 2.33 -2.35 -0.58
H17 5.00 -0.91 0.71
H18 -4.24 -1.50 -2.10
H19 1.32 -0.48 0.05
H20 -0.88 3.22 7.16
H21 -0.75 0.85 -6.09
H22 3.63 0.79 1.57
H23 0.67 -3.33 1.47
H24 -0.41 0.55 1.93
H25 0.73 2.52 6.91
H26 1.97 -4.24 0.69
H27 -0.45 -0.45 -8.21
H28 0.07 -1.37 0.86
H29 -1.67 -0.64 2.18
H30 -1.28 1.30 -1.45
H31 -0.39 -1.62 -4.78
H32 -0.06 1.29 -0.19
H33 -1.57 -2.71 0.93
H34 -3.00 -2.02 1.71
H35 -3.16 -3.38 0.64
H36 2.48 3.24 -2.72
H37 4.39 -1.12 3.70
H38 -1.48 3.66 4.29
H39 -2.06 -1.15 -2.37
H40 1.30 3.91 -1.58
H41 -0.36 -1.95 -7.28
H42 -1.94 1.03 2.65
H43 -3.47 2.22 1.20
H44 3.84 -2.02 1.44
H45 3.60 3.95 -0.59
H46 -3.92 -3.09 -1.38
H47 -1.35 -2.53 -1.56

Atom charges from the Mulliken analysis, given in e for atoms 1 to 6: -0.416 -0.507 -0.567 -0.412 -0.337 -0.802

---

| no. | E (eV) |
| --- | --- |
| 1 | -14602.7361 |
| 2 | -10308.1012 |
| 3 | -17940.0837 |
| 4 | -43565.8333 |
| 5 | -29327.0040 |
| 6 | -37992.3539 |